Density functional theory data (ωB97M-V/def2-TZVPD) for the molecule C3H4O3S in a non-equilibrium geometry.

Bonds (Å) are listed after each position.
CARTESIAN COORDINATES (ANGSTROEM)
1 C -0.90892 -0.08362 -0.67173  C2 1.446, C3 1.549, H8 1.072, H9 1.067
2 C -0.54712 0.84687 0.37431  C1 1.446, C3 1.483, O5 1.732, H10 1.092
3 C -0.41461 -0.59295 0.70481  C1 1.549, C2 1.483, O6 1.351, H11 1.117
4 O 2.08298 -0.23383 -1.29097  S7 1.436
5 O 1.12261 1.30484 0.31902  C2 1.732, S7 1.603
6 O 0.85418 -1.04487 0.81378  C3 1.351, S7 1.765
7 S 2.07179 0.02890 0.12070  O4 1.436, O5 1.603, O6 1.765
8 H -1.79856 -0.40847 -1.17429  C1 1.072
9 H -0.13079 -0.12294 -1.40082  C1 1.067
10 H -1.24794 1.52734 0.86332  C2 1.092
11 H -1.08363 -1.22127 1.34187  C3 1.117

The value obtained for the HOMO-LUMO gap is 10.255 eV. The charge is 0. For the largest force on an atom, the calculation gives 0.0620 Eh/bohr. The lowest unoccupied orbital energy comes out at 0.34 eV. The calculation puts the HOMO energy at -9.92 eV. The value obtained for the energy is -740.5009 a.u. The value obtained for the energy above the lowest of the compared OMol25 structures with the same formula, charge and spin is 416.7 kJ/mol.